# 1
ORCA calculation (ωB97M-V with the def2-TZVPD basis set) on C18H25N3O3 in the gas phase.

The calculation puts the HOMO energy at -0.3065 Eh. The spin multiplicity is 1. As for the SMILES: C[C@@H]1CCCCN1CCNC(=O)CN1C(=O)COc2ccccc21. The value obtained for the lowest unoccupied orbital energy is 0.7 eV. The value obtained for the molar mass is 331.42 g mol⁻¹. For the largest force on an atom, the calculation gives 0.6 eV/A.

Last column: Mulliken charge in e.
Geometry (Å):
H 2.0480 -0.9388 1.8596  0.4216
C 0.7346 0.7394 -2.5999  0.4037
C -0.1251 1.4259 -5.2994  -0.7716
H 1.4055 -2.7644 2.5242  0.3489
C 1.2250 2.0001 -1.8685  -1.4231
O -1.4571 -0.2665 5.0475  -0.5136
N 0.3483 -0.3009 2.8988  0.3595
N -0.6647 0.7591 -3.0102  0.2188
C 1.1548 -0.3376 1.6916  -1.9538
H 0.8497 -0.1069 -1.9168  0.1351
C 1.3597 1.4230 -4.9617  -0.7138
H -0.7531 2.7673 -3.7219  0.3147
C -0.2829 0.8586 3.1965  0.6905
H -1.1827 -1.2493 -1.4723  0.4707
C 0.7421 -2.6761 3.3675  -0.6049
O 0.6434 -1.9475 -0.0381  -0.6996
H -2.0102 1.6607 -4.2956  0.4775
C -1.6368 0.8190 -1.9374  -0.6718
H -2.6218 0.7794 -2.4119  0.4844
H -1.7667 -2.4665 6.2765  0.4286
C 1.6000 0.4326 -3.8290  -1.0589
H 2.6510 0.4328 -3.5358  0.4035
H -0.6475 -4.6227 5.7571  0.3810
H -0.0846 1.2615 5.2719  0.2302
C -0.8864 0.9337 4.5871  -0.4830
C -0.9461 1.7312 -4.0508  -0.7250
H -1.6776 1.6867 4.5972  0.3360
O -0.3129 1.8051 2.4274  -0.6900
H -0.3472 2.1655 -6.0710  0.3898
H -2.5427 -0.5604 -0.5563  0.4436
C 0.4674 -3.8041 4.1210  -0.9902
H -1.5897 1.7636 -1.3639  0.4109
H 0.6486 2.1745 -0.9631  0.2848
C 0.1368 -1.4620 3.6690  1.1066
C -1.5438 -0.3565 -0.9589  -1.1253
C -1.0511 -2.5457 5.4741  -0.6787
N -0.6472 -0.0907 0.1426  0.0592
H 0.9486 -4.7359 3.8691  0.3925
C 0.3652 -0.8961 0.4978  1.1868
H -0.7733 0.7801 0.6445  0.1747
H 1.4493 0.6926 1.4715  0.4293
C -0.7733 -1.4071 4.7321  0.4080
H 1.3457 -0.5689 -4.1800  0.3845
C -0.4277 -3.7424 5.1737  -0.4209
H 1.9466 1.1374 -5.8369  0.3573
H 1.1505 2.8832 -2.4968  0.3870
H 2.2666 1.8684 -1.5862  0.3948
H 1.6751 2.4247 -4.6639  0.3005
H -0.4106 0.4410 -5.6722  0.3094


# 2
ORCA calculation (ωB97M-V with the def2-TZVPD basis set) on C18H25N3O3S in the gas phase in a non-equilibrium geometry.

The calculation puts the HOMO energy at -0.2978 Eh. The spin multiplicity is 1. As for the SMILES: CCCn1c(SCC(=O)c2cc(OC)ccc2OC)nnc1C(C)C. The value obtained for the lowest unoccupied orbital energy is 0.6 eV. The value obtained for the molar mass is 363.48 g mol⁻¹. For the largest force on an atom, the calculation gives 1.1 eV/A.

Last column: Mulliken charge in e.
Geometry (Å):
S -0.7562 1.1396 -2.2509  -0.2831
C -1.8123 -1.1159 0.6376  0.6141
H 1.8853 2.1241 -2.3870  0.3220
C 0.1867 -0.1473 -1.5488  0.4231
C -0.2516 -0.7531 2.4392  -0.6007
N -0.0265 -1.4261 -1.6814  -0.5451
H 1.7783 -2.9474 1.6744  0.2486
C 1.6784 -1.1768 -0.3929  0.1211
H 0.7316 3.1617 4.0319  0.2647
H -2.3848 -0.6004 -2.0691  0.3254
H 2.4215 1.2580 0.4979  0.4498
H -2.5248 -3.7710 0.6856  0.3411
H 3.3800 1.3673 -1.8303  0.2922
H 0.4336 -1.1393 3.1774  0.4814
C -0.9435 -1.6099 1.6089  -0.3128
C -2.2779 -3.2714 -0.2561  -0.8726
H -1.4900 2.1870 1.3028  0.5849
H 3.6431 3.8312 -1.9507  0.4121
H 4.1212 -2.0799 -1.1463  0.3388
H 4.2948 -0.3809 -0.6948  0.2327
N 1.2656 0.0811 -0.7393  0.8531
H -1.2311 -3.4451 -0.5176  0.3629
H 0.3822 3.2405 2.2880  0.2640
C -2.7842 0.9125 -0.5345  -0.1539
N 0.9008 -2.0629 -0.9528  -0.3243
C 2.6799 -2.8892 1.0722  -1.6009
O -3.5570 1.8148 -0.3203  -0.5975
H 3.7655 3.2956 -0.2742  0.3363
H 2.8599 -0.7576 1.3051  0.2398
C 2.8388 -1.4884 0.4871  0.8816
C -2.4345 0.4769 -1.9427  -0.5852
O 0.3119 1.3843 3.2200  -0.4875
C -1.9703 0.2736 0.5332  0.0828
H 4.9879 -1.6389 0.3287  0.4654
H 2.6010 -3.6154 0.2688  0.3529
H 0.9309 2.0105 -0.1189  0.4277
H -2.9201 -3.6567 -1.0460  0.2697
C -1.3093 1.1287 1.4114  -0.1920
C 0.0955 2.7750 3.2373  -0.8207
H 3.5369 -3.1340 1.6950  0.4287
C 2.5560 2.0189 -1.5315  -0.0082
H -0.7910 -2.6718 1.7077  0.3014
O -2.5540 -1.8872 -0.1937  -0.4470
C 4.1442 -1.3863 -0.3092  -1.4840
H -0.9484 3.0166 3.4581  0.3624
C -0.4288 0.6272 2.3578  0.3738
C 1.7820 1.3723 -0.3804  -1.5058
H 2.2785 4.0493 -0.8567  0.3359
C 3.0948 3.3836 -1.1265  -1.4403
H -3.0955 0.9449 -2.6701  0.4715


# 3
ORCA calculation (ωB97M-V with the def2-TZVPD basis set) on a molecular structure, C18H25N5O2S2SbSe4Ti in a non-equilibrium geometry.

The calculation puts the HOMO energy at -0.1575 Eh. The spin multiplicity is 1. The value obtained for the lowest unoccupied orbital energy is 1.7 eV. The value obtained for the molar mass is 893.03 g mol⁻¹. For the largest force on an atom, the calculation gives 4.5 eV/A. Its net charge is -1.

Last column: Mulliken charge in e.
Geometry (Å):
C 2.3272 -1.1482 -5.6345  -0.2814
H 0.9708 -0.6351 2.6054  0.3646
C 4.8730 1.3042 -0.0426  -0.4782
C 1.9937 -1.6537 -4.4013  -0.6130
Se -0.3369 2.9129 -0.8023  -0.5670
S -3.1416 -0.1581 -1.6803  0.1791
H 5.8635 1.6805 0.1724  0.3766
H -2.7634 -2.7032 2.5009  0.4963
H 0.3588 -1.2224 4.1560  0.5432
C 0.0616 -0.8254 3.1825  -1.3058
N -3.2647 -0.1681 2.1689  0.5733
Sb -2.8085 2.4454 -0.6059  0.7573
H -1.7350 -0.1703 5.1636  0.5185
H -0.2643 1.0030 1.4426  -0.3617
C -2.1306 -2.0889 3.1464  -1.4174
H 3.8745 2.6260 1.3129  0.3964
H 2.3314 -2.6275 -4.0798  0.4801
C 3.7574 1.8220 0.5990  -1.0157
Ti -0.7402 0.5589 -1.4870  0.5809
H -1.5806 -2.1360 0.5896  0.1992
C 1.9104 0.1520 -5.9595  -0.7432
H -1.9668 -2.6296 4.0798  0.4937
C 4.6954 0.2679 -0.9478  -0.8734
N -0.9872 -1.4634 1.0729  -0.1979
H 5.5513 -0.1597 -1.4542  0.3796
N -2.3476 0.5450 -0.4790  -0.5167
H 2.9099 -1.7280 -6.3313  0.4001
C 2.2817 0.2957 -0.6028  0.8535
O -1.9459 -0.5564 -2.5255  -0.3946
C 1.1865 -0.9410 -3.5170  0.5887
C -1.9849 0.2248 4.1785  -1.1273
H -0.0890 -1.4245 0.5755  0.1142
S 0.8354 -1.5962 -1.9290  -0.4589
N 0.7963 0.3260 -3.8707  0.2998
H -0.0430 1.1427 4.0272  0.2624
C -2.8657 -0.7821 3.4371  0.1495
Se -3.9125 -1.9178 -0.6367  -0.5357
H -3.6309 -0.8429 1.4744  0.1090
H -1.1974 2.1283 2.2585  0.3488
C -0.6841 0.4941 3.4040  0.0653
H -2.3497 0.2828 1.7838  -0.5588
H -3.7602 -1.0028 4.0344  0.2308
C 2.4984 1.3309 0.3381  -0.0469
C 3.4418 -0.2250 -1.2207  -0.3156
C -0.7809 -1.8777 2.4482  0.0314
H 2.1669 0.5972 -6.9071  0.4003
N -1.0047 1.1312 2.1346  -0.1102
H 0.8417 1.8753 -5.2127  0.4769
H -3.9226 0.6127 2.2992  0.3735
Se -3.7760 3.0309 1.5319  -0.7386
H 1.6521 1.7470 0.8732  0.2435
C 1.1799 0.8611 -5.0506  -0.2202
H -0.2261 -2.8351 2.5035  0.4253
H -2.5347 1.1599 4.3064  0.4547
C 0.9616 -0.1994 -0.8220  0.0039
Se -3.9732 3.1182 -2.6080  -0.6243
O 0.0832 1.0852 -3.0695  0.0208
H 3.3443 -1.0434 -1.9235  0.3115


# 4
ORCA calculation (ωB97M-V with the def2-TZVPD basis set) on C18H25N5O3S in the gas phase in a non-equilibrium geometry.

The calculation puts the HOMO energy at -0.2983 Eh. The spin multiplicity is 1. As for the SMILES: C#CC(C)(C)NC(=O)CSc1nc2c(c(=O)n(C)c(=O)n2C)n1CCCC. The value obtained for the lowest unoccupied orbital energy is 0.4 eV. The value obtained for the molar mass is 391.50 g mol⁻¹. For the largest force on an atom, the calculation gives 1.5 eV/A.

Last column: Mulliken charge in e.
Geometry (Å):
C -0.9321 3.3882 -1.1757  -0.9589
C -1.5838 -0.2787 -1.0841  0.4545
O -3.4723 3.1007 -0.1369  -0.6716
C 1.2189 1.0628 1.5158  -1.2016
H -0.0899 -1.5993 1.0658  -0.5781
C 0.4248 -0.4876 -1.8828  0.0704
N -1.6115 2.1244 -0.9817  0.0915
H 3.2539 2.3631 2.6869  0.4005
N 0.2493 0.8177 -1.7876  -0.3768
H 2.8838 -0.5829 -0.2325  0.3503
H -5.1602 -0.1670 0.3218  0.3801
C 0.0433 1.2264 1.6682  0.5203
H 3.1504 2.8927 1.0004  0.3659
H 2.4636 1.0386 -3.2862  0.3849
H -4.8233 1.3416 1.2222  0.3380
C -0.1390 -2.6920 1.0812  0.7533
C 2.6455 0.8170 1.3142  1.0401
C 3.4434 2.0777 1.6554  -1.6848
H -1.2918 4.0927 -0.4284  0.3690
H -1.5991 -2.7697 2.6624  0.3952
H 2.9232 -0.0983 3.2490  0.4306
C -2.9124 -0.4116 -0.5799  0.2278
C -4.8192 0.8626 0.2435  -1.1925
H -1.8188 -2.8555 -1.1903  0.4526
C -0.7701 -2.6437 -1.4026  -1.1582
O -3.5303 -1.4476 -0.3995  -0.7427
H -0.9798 1.4000 1.8264  0.6238
C 2.8535 0.4174 -2.4818  -0.7960
H 2.5019 -1.2448 1.9779  0.2451
C 0.1330 -3.2424 -0.3196  -0.6587
H -1.1451 3.7830 -2.1702  0.3196
O 2.6610 2.4041 -1.1704  -0.6450
N 2.8754 0.4159 -0.0762  -0.0294
H 4.1376 -0.5619 2.0498  0.3884
H -1.5464 -4.2222 1.6636  0.3467
C -1.4835 -3.1363 1.6452  -1.4570
H -0.5025 -3.0739 -2.3732  0.3106
C 3.0814 -0.3515 2.2041  -1.5455
H -5.4686 1.4296 -0.4227  0.3278
S 1.9293 -1.1468 -2.4447  -0.2115
H -2.3090 -2.7533 1.0526  0.2926
H 1.1747 -3.0539 -0.5905  0.2967
N -0.6415 -1.2102 -1.4834  0.0680
H -0.0195 -4.3227 -0.3210  0.5232
N -3.4664 0.8382 -0.2893  -0.0230
H 0.6543 -3.0461 1.7453  0.4153
C 2.7549 1.1998 -1.1657  0.4693
C -2.8840 2.0909 -0.4544  0.6593
H 0.1385 3.2206 -1.0730  0.2536
H 3.8902 0.1485 -2.6882  0.4442
H 4.5061 1.8862 1.5253  0.3823
C -0.9917 0.9595 -1.2847  0.5398